106
Properties=species:S:1:pos:R:3 method="wB97M-V/def2-TZVPD" orbital_gap_ev="3.95 / 8.02" e_homo_ev="-4.28 / -8.37" s_squared=0.75 spin_multiplicity=2 total_energy_ev=-131412.4612 molar_mass_g_mol=946.4
Mg 0.567 2.914 1.994
Mg 2.536 0.258 -2.562
C -1.236 -0.037 -0.198
F -1.476 1.049 -0.937
F -2.051 0.109 0.867
F -1.492 -1.080 -0.838
S 0.670 0.116 0.244
O 1.355 0.179 -1.065
O 0.771 1.355 1.002
O 1.026 -1.003 1.013
C -4.059 2.072 2.646
F -3.795 0.922 3.215
F -4.052 1.954 1.321
F -5.190 2.510 3.145
S -2.491 3.271 3.037
O -1.309 2.644 2.408
O -2.761 4.570 2.432
O -2.349 3.394 4.505
C 2.327 1.261 5.880
F 2.838 2.497 6.102
F 3.247 0.685 5.087
F 2.081 0.622 7.019
S 0.706 1.426 4.876
O 0.054 0.101 4.824
O -0.096 2.414 5.584
O 1.027 1.912 3.502
C -3.322 -2.459 -4.825
O -4.156 -3.255 -4.017
C -4.118 -2.898 -2.635
C -4.902 -1.749 -2.158
O -4.254 -0.468 -2.488
C -4.562 0.624 -1.637
H -3.515 -2.758 -5.855
H -2.294 -2.612 -4.494
H -3.535 -1.403 -4.655
H -3.094 -2.679 -2.331
H -4.318 -3.874 -2.192
H -5.032 -1.873 -1.083
H -5.939 -1.778 -2.491
H -5.619 0.884 -1.581
H -3.952 1.447 -2.009
H -4.221 0.464 -0.614
C 2.186 -2.984 -2.330
O 2.944 -1.755 -2.006
C 3.584 -1.912 -0.823
C 4.449 -0.728 -0.527
O 4.036 0.464 -1.237
C 4.843 1.658 -1.067
H 1.597 -3.312 -1.474
H 2.948 -3.749 -2.481
H 1.473 -2.952 -3.154
H 4.112 -2.862 -0.899
H 2.768 -2.056 -0.115
H 5.515 -0.897 -0.677
H 4.364 -0.477 0.530
H 5.879 1.326 -1.002
H 4.463 2.020 -0.112
H 4.748 2.405 -1.854
C 3.680 3.171 2.598
O 2.448 3.369 1.848
C 2.644 4.352 0.769
C 1.348 4.800 0.113
O 0.281 4.049 0.455
C -0.888 4.348 -0.307
H 3.461 2.492 3.422
H 3.993 4.117 3.040
H 4.517 2.787 2.014
H 3.198 3.986 -0.095
H 3.254 5.189 1.111
H 1.491 4.776 -0.967
H 1.080 5.815 0.406
H -1.357 3.367 -0.379
H -0.674 4.473 -1.369
H -1.515 5.118 0.142
C -2.767 -4.294 1.952
O -1.615 -3.525 2.476
C -1.896 -2.422 3.344
C -2.249 -2.854 4.770
O -3.552 -3.470 4.976
C -4.737 -2.670 4.754
H -3.224 -4.805 2.799
H -2.371 -4.944 1.172
H -3.542 -3.714 1.450
H -2.670 -1.789 2.911
H -0.957 -1.888 3.492
H -2.188 -1.911 5.314
H -1.560 -3.579 5.204
H -5.618 -3.211 5.102
H -4.810 -2.281 3.739
H -4.554 -1.738 5.288
C -0.026 -0.739 -4.026
O 1.358 -0.641 -3.921
C 1.846 -0.747 -5.210
C 3.263 -1.148 -5.107
O 3.837 -0.531 -3.976
C 5.299 -0.631 -3.863
H -0.285 -1.752 -4.334
H -0.474 -0.047 -4.739
H -0.426 -0.468 -3.048
H 1.558 0.162 -5.738
H 1.369 -1.503 -5.834
H 3.829 -0.869 -5.996
H 3.197 -2.227 -4.967
H 5.786 -0.042 -3.087
H 5.679 -0.187 -4.783
H 5.616 -1.665 -3.722

***

23
Properties=species:S:1:pos:R:3 method="wB97M-V/def2-TZVPD" orbital_gap_ev=8.86 e_homo_ev=-9.64 smiles="CCCCP(S)S(=O)(=O)C(F)(F)F" spin_multiplicity=1 total_energy_ev=-48547.7483 molar_mass_g_mol=254.2
C 2.218 0.823 0.873
C 2.242 0.302 -0.680
C 0.879 -0.505 -1.154
C 0.347 -1.634 -0.107
P -1.516 -1.666 0.250
S -1.685 -1.394 2.413
S -2.602 -0.024 -0.571
O -4.051 -0.082 0.043
O -2.798 -0.257 -2.120
C -1.932 1.678 -0.156
F -0.966 1.699 0.967
F -1.380 2.401 -1.362
F -3.110 2.515 0.282
H 1.246 0.480 1.473
H 2.426 1.974 1.014
H 3.119 0.271 1.428
H 3.168 -0.382 -0.893
H 2.362 1.279 -1.356
H 1.190 -1.075 -2.157
H 0.107 0.308 -1.479
H 0.627 -2.696 -0.576
H 0.900 -1.629 0.951
H -0.792 -2.385 2.913

***

82
Properties=species:S:1:pos:R:3 method="wB97M-V/def2-TZVPD" orbital_gap_ev="6.72 / 4.73" total_charge=+2 e_homo_ev="-13.46 / -13.90" e_above_lowest_ev=2.011 s_squared=8.85 spin_multiplicity=6 total_energy_ev=-137936.2764 molar_mass_g_mol=883.9
Pd -0.055 -0.877 0.256
C -6.468 -1.759 3.462
Si -5.334 -1.770 1.985
C -5.240 -3.463 1.214
C -5.814 -0.444 0.764
C -3.580 -1.330 2.660
C -3.379 -1.079 4.026
C -2.132 -0.741 4.512
C -1.049 -0.649 3.624
N -1.185 -0.885 2.340
C -2.423 -1.219 1.870
S -2.412 -1.474 0.175
H -7.480 -2.007 3.131
H -6.522 -0.782 3.946
H -6.185 -2.503 4.209
H -6.238 -3.768 0.889
H -4.886 -4.209 1.928
H -4.590 -3.491 0.339
H -6.845 -0.605 0.439
H -5.184 -0.448 -0.127
H -5.766 0.549 1.215
H -4.212 -1.146 4.713
H -1.979 -0.545 5.564
H -0.060 -0.381 3.974
C 0.844 -2.731 0.271
H 0.288 -3.503 -0.248
H 0.828 -2.885 1.351
H 1.864 -2.692 -0.107
C 1.799 -5.252 -3.966
C 2.690 -4.193 -3.879
C 2.275 -2.987 -3.330
C 0.971 -2.829 -2.863
C 0.085 -3.905 -2.955
C 0.496 -5.109 -3.505
Ge 0.378 -1.164 -2.097
C -1.247 -0.499 -2.923
C -1.795 -1.133 -4.039
C -2.952 -0.647 -4.634
C -3.573 0.483 -4.122
C -3.035 1.131 -3.017
C -1.882 0.643 -2.422
C 1.743 0.244 -2.516
C 2.822 0.481 -1.682
C 3.646 1.688 -1.750
C 3.324 2.676 -2.889
C 2.299 2.229 -3.847
C 1.544 1.102 -3.628
H 2.118 -6.192 -4.396
H 3.702 -4.307 -4.241
H 2.982 -2.165 -3.277
H -0.936 -3.808 -2.601
H -0.197 -5.936 -3.577
H -1.318 -2.013 -4.455
H -3.365 -1.149 -5.498
H -4.474 0.862 -4.585
H -3.515 2.017 -2.623
H -1.477 1.165 -1.560
H 3.009 -0.201 -0.856
H 4.695 1.557 -1.482
H 4.172 3.170 -3.362
H 2.089 2.862 -4.701
H 0.739 0.877 -4.319
F 1.424 2.818 3.087
C 2.638 3.320 2.885
C 3.336 3.842 3.951
F 2.782 3.809 5.152
C 4.612 4.376 3.781
C 5.168 4.366 2.502
C 4.475 3.839 1.435
F 5.049 3.819 0.235
C 3.180 3.303 1.583
C 2.462 2.790 0.473
C 1.238 2.095 0.556
N 0.305 1.415 0.471
C 2.938 2.791 -0.931
N 2.659 3.601 -1.867
F 6.372 4.868 2.298
C 5.367 4.932 4.933
C 6.695 4.542 5.130
N 7.799 4.226 5.269
C 4.726 5.821 5.802
N 4.159 6.566 6.480

***

37
Properties=species:S:1:pos:R:3 method="wB97M-V/def2-TZVPD" orbital_gap_ev="4.24 / 6.44" total_charge=-1 e_homo_ev="-2.15 / -6.20" e_above_lowest_ev=3.711 s_squared=8.81 spin_multiplicity=6 total_energy_ev=-52090.7066 molar_mass_g_mol=500.4
Ru 7.222 14.911 5.264
O 10.892 17.000 4.621
C 9.657 16.477 4.675
O 9.264 15.390 4.208
C 8.625 17.370 5.193
C 8.759 18.734 5.569
C 7.605 19.468 5.871
C 6.327 18.905 5.584
C 6.256 17.622 5.063
N 7.415 16.811 5.182
C 5.081 16.705 4.605
O 3.869 16.753 4.634
O 5.706 15.547 4.194
H 11.658 16.313 4.601
H 9.669 19.262 5.598
H 7.644 20.495 6.241
H 5.472 19.496 5.838
O 9.750 10.427 5.787
C 8.507 9.935 5.856
C 8.323 8.688 6.392
C 7.075 8.241 6.810
C 5.948 8.991 6.409
C 6.114 10.123 5.659
C 7.347 10.759 5.533
C 7.642 12.077 4.954
O 8.802 12.374 4.566
O 6.665 12.902 4.890
H 9.567 11.281 5.117
H 9.267 8.100 6.390
H 6.995 7.344 7.423
H 4.970 8.637 6.767
H 5.189 10.458 5.224
O 6.844 15.389 8.790
S 7.150 14.376 7.804
O 7.346 13.000 8.211
O 5.995 14.714 6.726
O 8.420 14.715 6.855

***

16
Properties=species:S:1:pos:R:3 method="wB97M-V/def2-TZVPD" orbital_gap_ev="6.70 / 5.20" e_homo_ev="-6.81 / -9.48" s_squared=2.02 spin_multiplicity=3 total_energy_ev=-97145.2205 molar_mass_g_mol=256.5
C -1.591 -0.588 0.727
C -0.328 -0.503 1.092
C -1.245 0.117 -1.634
C -1.947 -0.547 -0.725
C 0.870 -0.624 0.172
C 1.878 0.234 0.111
N 1.831 1.456 0.827
O 0.731 1.784 1.243
O 2.905 1.934 1.143
F -3.147 -0.961 -0.922
Cl 0.764 -2.144 -0.594
Br 3.493 -0.235 -0.866
H -2.345 -0.496 1.464
H 0.010 -0.166 2.059
H -1.579 0.093 -2.731
H -0.299 0.645 -1.367

***

57
Properties=species:S:1:pos:R:3 method="wB97M-V/def2-TZVPD" orbital_gap_ev="5.91 / 5.91" e_homo_ev="-7.23 / -7.23" spin_multiplicity=1 total_energy_ev=-143069.7601 molar_mass_g_mol=932.1
Rh -0.358 -0.817 0.101
I -3.247 1.986 -2.939
C -3.549 1.737 -0.885
C -4.630 2.288 -0.233
C -4.806 2.079 1.127
I -6.486 2.973 2.039
C -3.899 1.304 1.884
C -4.009 1.015 3.255
C -3.044 0.222 3.865
C -1.993 -0.273 3.117
N -1.874 -0.025 1.812
C -2.790 0.744 1.195
C -2.594 0.949 -0.208
O -1.599 0.425 -0.824
H -5.343 2.876 -0.787
H -4.843 1.393 3.825
H -3.108 -0.007 4.918
H -1.231 -0.896 3.560
O 4.120 -2.930 -3.302
C 3.199 -2.091 -2.805
C 1.987 -1.819 -3.453
C 1.067 -1.018 -2.816
N 1.290 -0.426 -1.645
C 2.510 -0.557 -1.093
Br 0.852 -2.322 1.387
C 3.455 -1.447 -1.602
H 3.847 -3.301 -4.152
H 1.757 -2.236 -4.422
H 0.106 -0.807 -3.265
H 4.380 -1.621 -1.081
C -3.196 -4.451 -1.350
C -3.461 -3.755 -0.185
C -2.642 -2.709 0.211
C -1.543 -2.344 -0.556
C -1.274 -3.053 -1.717
C -2.100 -4.096 -2.114
H -3.831 -5.273 -1.652
H -4.307 -4.021 0.431
H -2.875 -2.192 1.132
H -0.419 -2.816 -2.334
H -1.879 -4.633 -3.026
O 5.130 0.798 -1.232
S 4.585 0.663 0.083
O 5.199 -0.273 0.968
N 2.893 0.266 -0.056
C 2.082 1.185 0.620
O 0.869 1.022 0.819
C 2.852 2.325 1.042
C 2.337 3.537 1.531
C 3.181 4.615 1.678
C 4.545 4.513 1.399
C 5.080 3.304 0.966
C 4.230 2.242 0.792
H 1.283 3.617 1.743
H 2.782 5.566 1.996
H 5.184 5.376 1.493
H 6.129 3.192 0.746

***

100
Properties=species:S:1:pos:R:3 method="wB97M-V/def2-TZVPD" orbital_gap_ev=5.68 total_charge=-2 e_homo_ev=-1.54 e_above_lowest_ev=2.344 spin_multiplicity=1 total_energy_ev=-94855.5591 molar_mass_g_mol=878.4
Sc 0.450 0.058 0.192
C 0.653 2.385 2.100
C -0.296 3.372 1.857
C -1.575 2.782 1.926
C -1.421 1.427 2.208
C -0.027 1.147 2.309
H 1.712 2.551 2.227
H -0.090 4.407 1.612
H -2.515 3.288 1.745
H -2.217 0.717 2.374
H 0.389 0.294 2.838
O -1.347 -1.547 1.794
C -1.232 -1.431 0.579
C -2.046 -2.439 -0.238
C -2.781 -3.442 0.393
C -3.601 -4.276 -0.343
C -3.687 -4.124 -1.726
C -2.937 -3.153 -2.364
C -2.111 -2.305 -1.622
P -1.122 -0.966 -2.431
C -0.480 -2.008 -3.814
C -0.371 -1.645 -5.154
C 0.272 -2.461 -6.074
C 0.824 -3.668 -5.679
C 0.724 -4.050 -4.346
C 0.094 -3.228 -3.430
C -2.520 -0.003 -3.140
C -3.720 0.087 -2.426
C -4.712 0.977 -2.807
C -4.532 1.793 -3.915
C -3.338 1.735 -4.617
C -2.337 0.863 -4.219
H -2.693 -3.530 1.470
H -4.180 -5.048 0.152
H -4.343 -4.765 -2.305
H -2.986 -3.048 -3.442
H -0.810 -0.720 -5.503
H 0.346 -2.146 -7.108
H 1.337 -4.303 -6.392
H 1.145 -4.995 -4.025
H 0.044 -3.530 -2.391
H -3.873 -0.537 -1.556
H -5.623 1.042 -2.224
H -5.309 2.488 -4.211
H -3.173 2.396 -5.460
H -1.384 0.886 -4.732
O 1.482 -1.154 -1.297
C 1.901 -2.102 -0.577
C 2.802 -3.220 -1.077
C 2.710 -4.228 0.060
C 1.719 -3.583 1.054
O 1.347 -4.150 2.064
N 1.339 -2.351 0.609
H 3.808 -2.849 -1.257
H 2.401 -3.575 -2.025
H 3.659 -4.388 0.572
H 2.312 -5.198 -0.240
C 1.964 0.908 -3.980
N 2.771 2.016 -3.502
C 2.747 3.101 -4.460
C 2.450 2.417 -2.113
C 0.996 2.774 -1.847
C 0.537 3.992 -2.351
C -0.807 4.333 -2.295
C -1.690 3.445 -1.703
C -1.210 2.275 -1.134
C 0.143 1.885 -1.154
H 2.354 0.571 -4.945
H 0.902 1.184 -4.110
H 2.011 0.084 -3.274
H 3.148 2.734 -5.410
H 3.381 3.920 -4.111
H 1.736 3.496 -4.653
H 3.098 3.270 -1.885
H 2.741 1.585 -1.468
H 1.246 4.688 -2.789
H -1.156 5.274 -2.709
H -2.752 3.673 -1.667
H -1.936 1.649 -0.621
C 9.084 2.987 1.522
C 7.786 2.249 1.313
C 7.760 0.915 0.933
C 6.566 0.217 0.783
C 6.618 -1.228 0.360
C 5.334 0.846 1.027
Te 3.507 -0.301 0.961
C 5.357 2.209 1.366
C 4.081 2.963 1.616
C 6.566 2.882 1.511
H 9.936 2.338 1.314
H 9.168 3.337 2.554
H 9.153 3.863 0.872
H 8.701 0.403 0.746
H 7.649 -1.573 0.251
H 6.094 -1.361 -0.590
H 6.102 -1.854 1.092
H 3.321 2.697 0.880
H 4.244 4.042 1.580
H 3.682 2.707 2.601
H 6.555 3.932 1.794

***

35
Properties=species:S:1:pos:R:3 method="wB97M-V/def2-TZVPD" orbital_gap_ev="8.43 / 6.81" total_charge=+1 e_homo_ev="-10.80 / -11.70" e_above_lowest_ev=0.000 s_squared=0.75 spin_multiplicity=2 total_energy_ev=-34579.3986 molar_mass_g_mol=446.9
Hg 0.485 -1.288 0.480
C -1.961 -1.776 5.657
C -0.725 -1.124 5.165
N 0.280 -0.754 5.886
N 1.173 -0.237 4.991
C 0.761 -0.283 3.726
S 1.590 0.278 2.363
N -0.476 -0.848 3.829
N -1.307 -1.096 2.745
H -1.883 -1.892 6.734
H -2.090 -2.762 5.209
H -2.841 -1.174 5.428
H 2.051 0.135 5.314
H -1.926 -0.307 2.592
H -1.841 -1.940 2.910
C 2.239 1.137 -1.303
N 1.469 1.084 -2.544
C 2.190 1.398 -3.773
C 0.201 0.597 -2.416
O -0.195 0.313 -1.256
N -0.661 0.422 -3.454
C -1.983 -0.122 -3.161
C -0.537 0.722 -4.875
H 3.183 1.635 -1.498
H 2.452 0.134 -0.919
H 1.699 1.685 -0.533
H 3.202 1.682 -3.503
H 1.751 2.245 -4.298
H 2.260 0.541 -4.443
H -2.058 -0.387 -2.115
H -2.154 -1.008 -3.775
H -2.750 0.617 -3.400
H 0.417 1.129 -5.156
H -1.312 1.438 -5.159
H -0.702 -0.193 -5.448